A cluster of 5 separate species, C41H83BINO16P in total. Source: the Open Molecules 2025 dataset; level of theory: wB97M-V/def2-TZVPD.

Last columns: bonded neighbours and bond lengths (Å).
Cartesian coordinates (Å):
1 C -1.759 3.616 5.831  C2 1.611, H38 1.153, H39 1.154, H40 1.145
2 C -1.506 5.124 5.321  C1 1.611, C3 1.605, H41 1.153, H42 1.158
3 C -1.005 5.252 3.802  C2 1.605, C4 1.605, H43 1.145, H44 1.156
4 C 0.146 4.217 3.378  C3 1.605, C5 1.628, H45 1.157, H46 1.158
5 C 0.992 4.747 2.092  C4 1.628, C6 1.605, H47 1.152, H48 1.142
6 C 0.011 5.280 0.939  C5 1.605, C7 1.634, H49 1.157, H50 1.140
7 C 0.489 4.858 -0.566  C6 1.634, C8 1.591, H51 1.141, H52 1.158
8 C 0.779 3.300 -0.704  C7 1.591, C9 1.579, N28 1.462
9 C -0.445 2.303 -0.700  C8 1.579, B10 1.632, C13 1.580
10 B -2.000 2.762 -0.515  C9 1.632, C11 1.618, O12 1.453
11 C -2.883 3.607 -1.576  B10 1.618, H53 1.142, H54 1.155, H55 1.151
12 O -2.622 2.403 0.748  B10 1.453, H56 0.987
13 C -0.206 0.752 -0.877  C9 1.580, C14 1.611, C22 1.553
14 C -1.447 -0.275 -0.862  C13 1.611, O15 1.267, O16 1.419
15 O -1.659 -0.954 -1.910  C14 1.267
16 O -2.287 -0.482 0.263  C14 1.419, C17 1.456
17 C -3.699 -0.371 -0.077  O16 1.456, P18 1.916, H57 1.159, H58 1.152
18 P -4.828 -0.774 1.417  C17 1.916, O19 1.550, O20 1.712, O21 1.701
19 O -6.222 -0.232 1.013  P18 1.550
20 O -4.344 0.137 2.784  P18 1.712, H59 0.988
21 O -4.964 -2.445 1.711  P18 1.701, H60 0.996
22 C 1.262 0.273 -1.044  C13 1.553, C23 1.604, C27 1.539
23 C 1.508 -1.304 -1.209  C22 1.604, I24 2.181, C25 1.645, H61 1.156
24 I 3.442 -1.824 -2.072  C23 2.181
25 C 1.323 -1.933 0.299  C23 1.645, C26 1.618, H62 1.157, H63 1.150
26 C 0.352 -3.227 0.252  C25 1.618, H64 1.141, H65 1.157, H66 1.147
27 C 2.371 1.339 -0.998  C22 1.539, N28 1.464, H67 1.150
28 N 2.138 2.774 -0.830  C8 1.462, C27 1.464, C29 1.495
29 C 3.372 3.617 -0.798  N28 1.495, C30 1.635, H68 1.138, H69 1.159
30 C 4.347 3.365 -2.087  C29 1.635, C31 1.607, H70 1.150, H71 1.158
31 C 5.809 2.887 -1.619  C30 1.607, C32 1.635, H72 1.155, H73 1.154
32 C 6.479 1.789 -2.630  C31 1.635, C33 1.632, H74 1.141, H75 1.144
33 C 7.521 0.950 -1.696  C32 1.632, O34 1.452, H76 1.157, H77 1.153
34 O 8.323 1.870 -0.908  C33 1.452, C35 1.415
35 C 8.763 1.293 0.307  O34 1.415, C36 1.622, O37 1.267
36 C 9.376 2.229 1.481  C35 1.622, H78 1.140, H79 1.155, H80 1.155
37 O 8.761 0.051 0.558  C35 1.267
38 H -2.856 3.543 6.180  C1 1.153
39 H -1.090 3.459 6.758  C1 1.154
40 H -1.584 2.818 5.029  C1 1.145
41 H -0.826 5.717 6.040  C2 1.153
42 H -2.531 5.659 5.370  C2 1.158
43 H -0.682 6.332 3.607  C3 1.145
44 H -1.908 5.048 3.109  C3 1.156
45 H -0.296 3.162 3.205  C4 1.157
46 H 0.898 4.083 4.247  C4 1.158
47 H 1.665 5.588 2.501  C5 1.152
48 H 1.685 3.893 1.783  C5 1.142
49 H 0.064 6.435 0.942  C6 1.157
50 H -1.089 5.012 1.075  C6 1.140
51 H 1.315 5.542 -0.954  C7 1.141
52 H -0.433 5.079 -1.232  C7 1.158
53 H -2.744 3.209 -2.637  C11 1.142
54 H -2.495 4.693 -1.535  C11 1.155
55 H -3.999 3.655 -1.300  C11 1.151
56 H -1.929 2.306 1.443  O12 0.987
57 H -4.017 -1.067 -0.948  C17 1.159
58 H -4.022 0.684 -0.406  C17 1.152
59 H -4.084 -0.536 3.459  O20 0.988
60 H -4.069 -2.872 1.625  O21 0.996
61 H 0.711 -1.733 -1.928  C23 1.156
62 H 0.950 -1.113 1.026  C25 1.157
63 H 2.392 -2.175 0.648  C25 1.150
64 H 1.008 -4.148 0.401  C26 1.141
65 H -0.390 -3.109 1.132  C26 1.157
66 H -0.212 -3.270 -0.746  C26 1.147
67 H 3.454 0.973 -1.123  C27 1.150
68 H 3.193 4.722 -0.597  C29 1.138
69 H 3.990 3.231 0.104  C29 1.159
70 H 3.858 2.674 -2.866  C30 1.150
71 H 4.501 4.373 -2.636  C30 1.158
72 H 5.825 2.377 -0.583  C31 1.155
73 H 6.555 3.767 -1.593  C31 1.154
74 H 7.081 2.305 -3.450  C32 1.141
75 H 5.704 1.071 -3.071  C32 1.144
76 H 6.849 0.258 -1.059  C33 1.157
77 H 8.237 0.319 -2.343  C33 1.153
78 H 8.949 3.286 1.476  C36 1.140
79 H 9.164 1.759 2.514  C36 1.155
80 H 10.525 2.224 1.361  C36 1.155
81 C -6.492 -5.563 -2.799  O82 1.420, H87 1.092, H88 1.093, H89 1.095
82 O -7.690 -4.860 -2.504  C81 1.420, C83 1.428
83 C -7.551 -4.004 -1.370  O82 1.428, C84 1.525, H90 1.096, H91 1.095
84 C -7.397 -2.546 -1.792  C83 1.525, O85 1.430, H92 1.095, H93 1.095
85 O -6.149 -2.329 -2.455  C84 1.430, C86 1.421
86 C -6.297 -2.231 -3.865  O85 1.421, H94 1.094, H95 1.092, H96 1.092
87 H -6.612 -6.046 -3.770  C81 1.092
88 H -5.630 -4.892 -2.851  C81 1.093
89 H -6.319 -6.336 -2.043  C81 1.095
90 H -6.712 -4.320 -0.740  C83 1.096
91 H -8.469 -4.105 -0.781  C83 1.095
92 H -7.393 -1.918 -0.895  C84 1.095
93 H -8.236 -2.229 -2.421  C84 1.095
94 H -6.776 -1.282 -4.124  C86 1.094
95 H -6.879 -3.062 -4.269  C86 1.092
96 H -5.302 -2.254 -4.315  C86 1.092
97 C -11.887 -4.954 -0.874  O98 1.421, H103 1.092, H104 1.093, H105 1.094
98 O -11.307 -3.736 -0.427  C97 1.421, C99 1.426
99 C -11.441 -2.688 -1.385  O98 1.426, C100 1.524, H106 1.096, H107 1.095
100 C -12.549 -1.718 -0.991  C99 1.524, O101 1.426, H108 1.095, H109 1.095
101 O -13.832 -2.335 -1.078  C100 1.426, C102 1.421
102 C -14.343 -2.699 0.197  O101 1.421, H110 1.094, H111 1.092, H112 1.091
103 H -11.913 -5.648 -0.032  C97 1.092
104 H -12.908 -4.809 -1.234  C97 1.093
105 H -11.271 -5.391 -1.667  C97 1.094
106 H -11.614 -3.094 -2.388  C99 1.096
107 H -10.489 -2.148 -1.400  C99 1.095
108 H -12.551 -0.881 -1.697  C100 1.095
109 H -12.376 -1.312 0.011  C100 1.095
110 H -14.640 -1.802 0.748  C102 1.094
111 H -13.612 -3.266 0.778  C102 1.092
112 H -15.225 -3.324 0.044  C102 1.091
113 C 2.869 1.585 4.609  O114 1.420, H119 1.092, H120 1.094, H121 1.095
114 O 3.297 0.517 5.442  C113 1.420, C115 1.427
115 C 2.393 -0.586 5.414  O114 1.427, C116 1.524, H122 1.096, H123 1.095
116 C 2.928 -1.719 4.546  C115 1.524, O117 1.428, H124 1.095, H125 1.095
117 O 2.952 -1.347 3.167  C116 1.428, C118 1.420
118 C 4.259 -1.017 2.721  O117 1.420, H126 1.094, H127 1.092, H128 1.092
119 H 3.686 2.306 4.534  C113 1.092
120 H 2.620 1.239 3.602  C113 1.094
121 H 2.004 2.084 5.058  C113 1.095
122 H 1.399 -0.270 5.076  C115 1.096
123 H 2.299 -0.946 6.443  C115 1.095
124 H 2.254 -2.577 4.632  C116 1.095
125 H 3.921 -2.036 4.883  C116 1.095
126 H 4.867 -1.923 2.646  C118 1.094
127 H 4.745 -0.300 3.386  C118 1.092
128 H 4.175 -0.569 1.729  C118 1.092
129 C 9.840 -2.086 -1.852  O130 1.420, H135 1.091, H136 1.094, H137 1.094
130 O 10.308 -3.344 -2.317  C129 1.420, C131 1.426
131 C 9.618 -3.779 -3.487  O130 1.426, C132 1.524, H138 1.096, H139 1.095
132 C 10.464 -3.570 -4.738  C131 1.524, O133 1.427, H140 1.095, H141 1.095
133 O 10.636 -2.182 -5.020  C132 1.427, C134 1.421
134 C 11.922 -1.709 -4.642  O133 1.421, H142 1.094, H143 1.092, H144 1.091
135 H 10.524 -1.732 -1.079  C129 1.091
136 H 9.811 -1.343 -2.654  C129 1.094
137 H 8.844 -2.199 -1.412  C129 1.094
138 H 8.650 -3.275 -3.582  C131 1.096
139 H 9.429 -4.850 -3.366  C131 1.095
140 H 9.939 -4.006 -5.595  C132 1.095
141 H 11.432 -4.074 -4.645  C132 1.095
142 H 12.678 -2.101 -5.329  C134 1.094
143 H 12.171 -1.992 -3.617  C134 1.092
144 H 11.918 -0.620 -4.711  C134 1.091

## Properties
charge: +1
2S+1: 1
total energy: -96162.9910 eV

A cluster of 2 separate species, C3H7N2O2 in total. Source: the Open Molecules 2025 dataset; level of theory: wB97M-V/def2-TZVPD.

Last columns: bonded neighbours and bond lengths (Å).
Cartesian coordinates (Å):
1 O -0.727 0.686 -1.161  C2 1.266
2 C -0.548 1.429 -0.150  O1 1.266, O3 1.243, C4 1.539
3 O -0.954 1.233 1.008  C2 1.243
4 C 0.262 2.714 -0.396  C2 1.539, H5 1.089, H6 1.093, H7 1.091
5 H 0.298 3.319 0.508  C4 1.089
6 H 1.291 2.435 -0.635  C4 1.093
7 H -0.143 3.266 -1.245  C4 1.091
8 N -0.853 -1.786 0.003  C9 1.343, H11 1.061, H12 1.002
9 C 0.267 -2.413 0.399  N8 1.343, N10 1.286, H13 1.098
10 N 1.459 -1.990 0.167  C9 1.286, H14 1.012
11 H -0.863 -0.823 -0.441  N8 1.061
12 H -1.695 -2.055 0.475  N8 1.002
13 H 0.086 -3.333 0.970  C9 1.098
14 H 2.119 -2.681 0.500  N10 1.012

## Properties
charge: -1
2S+1: 1
energy relative to the best compared isomer or geometry (same formula, charge and spin): 16.0 kJ/mol
total energy: -10301.4687 eV

The ion C11H18N with charge +1. Source: the Open Molecules 2025 dataset; level of theory: wB97M-V/def2-TZVPD.

Last columns: bonded neighbours and bond lengths (Å).
Cartesian coordinates (Å):
1 C 2.467 1.990 -0.027  N2 1.455, H13 1.113, H14 1.153, H15 1.094
2 N 1.319 1.292 0.530  C1 1.455, C3 1.304, C4 1.413
3 C 0.900 0.080 0.764  N2 1.304, C4 1.632, C10 1.434
4 C -0.068 1.393 0.779  N2 1.413, C3 1.632, C5 1.612, H16 1.098
5 C -1.232 1.648 -0.308  C4 1.612, C6 1.507, C9 1.577, H17 1.057
6 C -2.419 0.932 0.285  C5 1.507, C7 1.493, H18 1.168, H19 1.205
7 C -1.996 -0.474 0.555  C6 1.493, C8 1.566, H20 1.130, H21 1.038
8 C -0.854 -0.795 -0.468  C7 1.566, C9 1.579, C10 1.599, H22 1.024
9 C -0.853 0.519 -1.343  C5 1.577, C8 1.579, H23 1.150, H24 1.134
10 C 0.552 -1.186 0.186  C3 1.434, C8 1.599, C11 1.437, C12 1.545
11 C 0.392 -2.342 1.024  C10 1.437, H25 1.150, H26 1.122, H27 1.157
12 C 1.682 -1.517 -0.815  C10 1.545, H28 1.142, H29 1.161, H30 1.104
13 H 3.426 1.656 0.429  C1 1.113
14 H 2.218 3.073 0.278  C1 1.153
15 H 2.426 1.980 -1.121  C1 1.094
16 H -0.401 1.576 1.809  C4 1.098
17 H -1.165 2.664 -0.592  C5 1.057
18 H -3.319 0.910 -0.459  C6 1.168
19 H -2.803 1.695 1.135  C6 1.205
20 H -1.662 -0.634 1.623  C7 1.130
21 H -2.834 -1.084 0.482  C7 1.038
22 H -1.085 -1.586 -1.076  C8 1.024
23 H -1.757 0.409 -2.045  C9 1.150
24 H -0.050 0.794 -2.094  C9 1.134
25 H 0.374 -3.234 0.297  C11 1.150
26 H -0.521 -2.396 1.674  C11 1.122
27 H 1.212 -2.471 1.829  C11 1.157
28 H 1.895 -0.746 -1.629  C12 1.142
29 H 1.501 -2.505 -1.398  C12 1.161
30 H 2.652 -1.641 -0.304  C12 1.104

## Properties
charge: +1
2S+1: 1
energy relative to the best compared isomer or geometry (same formula, charge and spin): 445.8 kJ/mol
SMILES string: C[N+]1=C2[C@@H]1[C@@H]1CC[C@@H](C1)C2(C)C
total energy: -13178.0903 eV

Max |F| (eV/Å)
5.53 0.57 6.78